Formula: C9H7BrO5P
Source: the OMol25 dataset
Level of theory: wB97M-V/def2-TZVPD

```
23
Properties=species:S:1:pos:R:3:forces:R:3:mulliken_charge:R:1
C 0.82425 1.88345 -1.88114 -0.1 -0.4 0.2 0.962
H -1.51206 4.44257 -2.31424 0.0 0.0 0.0 0.407
Br 3.70957 -3.93350 4.16885 0.3 -0.4 0.3 -0.447
O 2.02550 1.75960 -2.03514 0.1 0.2 -0.1 -0.625
C -1.07800 3.47919 -2.08672 -0.2 0.0 0.0 -1.021
P 1.54369 -3.11883 3.71786 -0.3 0.6 -0.8 0.110
C -1.37167 1.07938 -1.30336 0.2 -0.2 0.1 0.535
H 1.98246 3.68608 -2.58352 0.0 -0.1 0.0 0.376
C 0.35782 -2.69867 1.44791 0.3 -0.5 -0.5 -0.532
C -0.05921 0.82988 -1.41696 0.2 0.0 -0.1 -0.953
O 1.11719 4.14262 -2.59621 0.0 -0.1 0.0 -0.583
H 1.07873 -4.37675 5.47608 0.0 0.1 0.0 0.281
H -1.13877 -1.50296 0.21811 -0.1 0.0 0.1 0.391
C 0.23258 3.23306 -2.19876 -0.1 0.3 0.0 0.354
C 1.27704 -3.60247 2.05928 -1.0 0.4 1.4 -0.841
H -3.11942 0.60967 -0.89119 0.0 0.0 0.0 0.353
O -2.24797 0.17136 -0.88601 -0.1 0.2 -0.1 -0.506
H 0.37468 -0.13123 -1.16825 0.0 0.0 0.1 0.386
O 0.67673 -4.24358 4.60900 0.4 -0.3 -0.1 -0.487
C -1.96665 2.41895 -1.64254 0.1 0.3 -0.1 0.936
O -3.17248 2.55331 -1.52815 0.0 -0.1 0.1 -0.645
C -0.43958 -2.04926 0.79857 0.1 0.1 0.0 0.351
H 0.90558 -4.63189 2.03652 0.3 -0.1 -0.4 0.197
```
Forces are in eV/Å.

## Properties
**Multiplicity**: 1
**Kohn-Sham gap**: 3.59 eV
**Charge**: -1
**E_HOMO**: -0.114 hartree


Formula: C19H45BINO11P2
Source: the OMol25 dataset
Level of theory: wB97M-V/def2-TZVPD

```
80
Properties=species:S:1:pos:R:3:forces:R:3:mulliken_charge:R:1
C -1.55783 -5.58303 -1.24402 0.1 0.1 0.0 -0.994
H 2.25111 -4.06137 4.36988 -0.1 0.1 -0.2 0.321
H -3.16325 -6.10858 -2.57896 -0.1 0.1 -0.1 0.292
H 1.66560 3.70593 2.90788 -0.1 -0.1 0.4 0.276
I -0.58404 1.57883 -4.18779 0.1 0.3 0.2 0.042
H -0.59374 -3.89221 -3.97849 0.1 -0.1 0.1 0.383
H 3.40086 1.29457 0.70676 -0.1 0.1 0.2 0.279
O -4.52228 -2.42114 -3.39738 0.7 0.2 -0.4 -0.351
O -2.35239 -2.19869 -2.82467 1.1 -1.2 -2.5 -0.337
H -1.55763 5.64844 1.18192 -0.2 -0.2 -0.1 0.301
H 2.87128 -2.99771 6.58135 0.0 0.0 0.0 0.355
H -5.11625 -2.83060 -5.34869 0.0 -0.1 0.1 0.340
H -2.85021 4.45027 -1.20049 0.3 0.1 -0.2 0.467
C -0.51467 3.97692 2.90174 1.7 0.3 0.3 0.674
H 1.32675 5.19398 -3.81059 -0.2 -0.3 0.0 0.260
H 6.13480 -2.62101 4.20861 0.0 0.0 0.0 0.248
H 1.98108 2.08423 -0.00746 0.0 0.0 -0.1 0.113
H -0.88836 -2.91953 -1.56021 -0.1 -0.2 -0.1 0.091
H -0.59389 -1.35552 -2.27340 -0.2 0.0 -0.1 0.246
H -1.56705 3.34889 -1.65765 0.0 0.4 -0.3 0.090
H -0.87839 -5.26046 -2.03690 0.0 -0.1 0.0 0.202
H -0.08391 3.13948 1.00042 0.2 0.4 0.0 0.222
H 5.18242 -1.62978 5.31852 0.0 0.0 0.0 0.209
C -0.20801 4.16339 1.39824 -0.8 -0.6 0.4 -1.199
P 2.90350 -0.78361 3.10314 2.3 -0.6 -7.1 1.145
C -6.68473 -3.37134 -3.95581 -0.1 0.0 0.2 -1.031
H -7.25214 -2.87972 -3.16286 0.0 0.0 0.0 0.282
C 0.41307 4.61463 -4.02418 -0.2 -0.1 -0.2 -0.587
P -3.25277 -3.45209 -3.41914 -5.9 1.0 4.4 1.118
H -1.30201 -6.61111 -0.98180 0.0 0.0 0.0 0.413
H 1.08710 0.90713 1.91832 0.1 0.0 0.0 0.012
C 2.45637 -2.43864 5.74246 -0.2 0.1 -0.1 -1.132
H 3.85953 -3.38786 4.38091 0.0 0.2 0.0 0.179
H -0.71847 6.67062 -3.56600 0.0 0.0 -0.3 -0.113
H -1.05469 6.28248 -0.75936 0.1 -0.4 -0.6 0.279
H 0.14873 4.91683 -0.84089 -0.3 0.3 -0.3 0.203
H 2.84666 -1.41535 5.78163 0.1 -0.1 0.0 0.362
C 0.82240 3.54050 3.59316 -0.6 -0.5 -0.3 -1.088
O 4.44437 -1.20823 2.68921 -0.5 -0.1 1.1 -0.380
C -5.53358 -2.48952 -4.40125 -0.3 -0.2 -0.1 -0.314
C -0.91360 5.19032 -0.70891 -0.6 -0.2 0.9 -0.331
O 2.44288 -2.36262 3.28558 -0.9 1.8 2.2 -0.385
N -1.31131 4.80483 0.67453 0.9 0.1 -0.1 -0.247
O 1.28192 3.15419 -2.45122 0.9 -1.2 1.7 -0.358
H 2.63933 0.59543 -0.69984 -0.1 0.0 0.0 0.307
H -5.89677 -1.47292 -4.56494 0.1 0.1 0.2 0.356
H -0.07572 -2.27454 -4.44798 0.0 0.0 0.0 0.276
O -1.98943 4.97468 -2.97538 1.2 0.2 0.3 -0.629
C 0.56163 3.25409 -3.36011 -0.4 1.5 -1.8 0.151
C -0.97793 -2.35454 -2.49108 0.6 0.1 0.4 0.016
H 5.37885 0.31413 3.76448 -0.2 0.0 -0.1 0.252
C -3.00346 -5.48833 -1.69483 0.0 -0.5 0.2 -0.287
H 6.39115 -0.64187 2.69119 -0.1 0.0 -0.1 0.352
C 2.43376 1.12139 0.23468 0.1 -0.1 -0.2 -0.806
O -0.96315 5.18187 3.52931 -0.5 0.1 -0.4 -0.599
H -1.26366 3.19707 3.08105 -0.1 0.5 -0.2 0.381
O 2.17654 -0.84329 1.64012 -0.4 -0.3 0.7 -0.395
C -0.14951 -2.96294 -3.60338 -0.1 0.1 -0.2 -1.130
H -3.64989 -5.87658 -0.90553 -0.1 0.1 0.0 0.355
H -0.60929 5.94485 3.05242 0.1 -0.2 0.2 0.316
C 2.80140 -3.12062 4.43433 0.2 -0.5 0.4 -0.104
H -7.36064 -3.57487 -4.78834 0.0 0.0 0.0 0.348
H 1.37394 -2.37805 5.87032 0.0 0.0 0.0 0.326
O 3.01978 0.69853 3.27884 -1.1 -1.0 3.2 -0.755
H 0.76365 2.47376 3.85314 0.3 0.3 -0.1 0.106
H -6.33738 -4.32015 -3.54806 0.1 0.0 -0.2 0.282
H -1.38113 -4.95199 -0.37178 0.0 0.0 0.0 0.239
C 5.56520 -0.69882 3.40248 0.5 0.2 0.1 -0.244
H 0.66625 -0.05772 0.51795 0.1 -0.2 0.1 0.418
H 0.34492 4.56460 -5.12655 -0.2 -0.1 0.4 0.446
C 5.96425 -1.60070 4.55532 -0.1 -0.1 0.0 -1.031
C -1.85161 4.41743 -1.65789 -0.6 -0.2 0.7 -0.489
H 6.87980 -1.24087 5.02774 0.0 0.0 0.0 0.416
H 0.85787 -3.18095 -3.24835 0.0 0.0 0.0 0.370
H 0.75541 4.69989 1.28374 -0.3 -0.1 0.1 0.361
O -3.79584 -4.51905 -4.31769 3.3 0.4 -1.2 -0.811
H 0.97847 4.09524 4.52599 -0.1 0.0 -0.3 0.460
O -3.40301 -4.14291 -1.92707 1.0 0.0 -0.6 -0.355
B -0.81704 5.47966 -3.49423 -0.6 -0.1 -0.2 0.611
C 1.50805 0.30238 1.11379 0.1 0.3 -0.2 -0.064
```
Forces are in eV/Å.

## Properties
**Structure (SMILES)**: C[C@@H](O)CNCCOBCC(=O)I.CCOP(=O)(OCC)OCC.CCOP(=O)(OCC)OCC
**Multiplicity**: 1
**Kohn-Sham gap**: 9.20 eV
**E_HOMO**: -0.344 hartree


Formula: C10H34Cs2N8O11S
Source: the OMol25 dataset
Level of theory: wB97M-V/def2-TZVPD

```
66
Properties=species:S:1:pos:R:3:forces:R:3:mulliken_charge:R:1
O 4.13391 3.79621 -2.04802 -0.3 3.5 0.7 -0.620
C 1.57818 -2.92957 2.36835 -0.3 0.7 1.7 0.351
H -3.92271 -1.92338 -2.60198 0.1 -0.3 0.8 0.359
H 5.78589 0.27082 2.80121 -0.2 -1.0 0.3 0.259
H -1.82628 0.97605 -2.52824 -0.2 -0.4 0.8 0.355
H -1.30575 2.95283 -1.09788 0.0 0.1 -0.7 0.109
H 6.89381 0.41155 1.55809 -0.1 0.2 -0.7 0.396
H 2.93799 0.68656 1.01698 -0.5 -0.2 -0.5 0.345
O -2.85064 -4.73099 -1.33520 -0.3 -0.2 -0.6 -0.782
N 4.94957 2.41146 -3.58623 3.0 0.2 -4.9 -0.435
H -4.57295 -0.32663 -2.51304 0.2 0.3 0.1 0.393
C -2.70968 -0.49033 -3.56318 -1.1 1.5 1.4 -0.164
H -1.36172 -2.99645 -2.59640 -0.1 0.0 0.3 0.190
H 5.16844 2.16311 1.62862 -0.5 0.2 0.1 0.295
H -1.02354 -2.21889 -1.05894 0.3 0.2 -0.8 0.023
Cs 0.66883 1.18378 -3.91813 -0.2 0.0 0.0 1.099
C 4.17128 2.74990 -2.59918 0.4 1.1 1.8 0.720
H 3.85200 0.86973 -2.64613 -0.5 -0.3 0.8 0.173
C 4.80624 1.20704 1.25067 2.2 -0.9 -0.4 0.000
H -1.67228 -2.44750 0.43105 -0.5 -0.5 1.0 0.643
H -1.78807 2.30597 0.67696 0.0 -0.1 0.2 0.285
O -1.74682 -0.27094 3.05030 0.6 0.3 0.6 -0.577
O 1.58432 0.10168 0.01017 1.4 0.7 -0.9 -0.940
H -4.43066 0.68476 2.67055 -0.1 0.1 0.3 0.251
Cs 0.99379 1.26410 3.46573 0.0 -0.2 0.2 1.194
H 5.66268 -0.85238 1.34321 -0.2 0.1 0.3 0.305
H -3.13847 -0.66434 -1.47966 -0.2 -0.4 0.0 -0.027
H 1.57460 -1.26328 1.26332 1.1 0.1 -0.1 -0.159
C -4.09954 0.08268 3.51670 -0.1 -1.3 0.6 -1.174
H -2.35182 3.93073 -2.15415 0.2 -0.2 0.2 0.178
H -2.93690 -1.88846 3.49648 -0.3 0.2 0.6 0.329
H 3.05059 1.57975 -1.30739 0.2 0.4 0.1 0.016
N -1.51054 -2.91867 -1.60046 3.5 3.2 -6.2 -0.068
H -2.95618 3.09159 1.64968 0.0 0.2 -0.3 0.194
N 0.37893 -3.13046 1.82679 -1.0 -1.0 -0.6 -0.164
O 2.00724 -3.58908 3.29062 1.1 -1.1 0.4 -0.739
H -3.87640 0.69086 4.39330 0.8 0.2 -0.3 0.298
C -3.02343 -0.90616 3.03205 0.2 1.0 -0.9 0.023
H -0.14129 -3.94786 2.11199 0.1 0.4 -0.1 0.201
O -3.83620 4.57413 -0.26313 2.0 -2.7 -0.1 -0.774
H 4.90119 1.49229 -4.00203 0.0 0.3 0.1 0.177
N 2.12021 -1.75490 1.95666 0.2 0.4 -0.1 0.144
C 5.84701 0.15398 1.71921 -0.3 1.0 0.7 -1.173
O 3.54299 0.84881 1.74448 0.1 0.5 0.5 -0.314
C -3.64193 -0.88589 -2.42069 -0.2 -0.7 -1.4 -0.774
H -3.21537 -0.49284 -4.52878 0.1 -0.1 0.0 0.349
C -2.91599 3.67389 -0.26909 -4.1 5.1 0.1 0.590
H 4.88352 1.25671 0.16455 -0.6 0.1 -0.2 -0.022
S 0.13785 0.24698 -0.03710 -1.2 -1.4 0.1 1.214
O -2.44465 0.90554 -3.25916 0.9 0.1 -1.8 -0.484
O -0.30478 1.23712 0.92626 -0.2 1.0 1.0 -1.272
H -4.89676 -0.52657 3.94254 -0.6 0.0 -0.6 0.360
H -1.37934 -0.23413 2.16418 -0.1 -0.1 -0.4 0.201
N 3.54503 1.71058 -2.17832 -3.3 -5.4 1.3 -0.262
H -2.48218 -4.03756 0.88124 0.1 0.9 0.8 0.176
H 0.00344 -2.39507 1.24515 -0.1 -0.5 0.0 0.616
H -1.83138 -1.13382 -3.61417 0.3 0.2 0.1 0.069
H 5.09033 3.12973 -4.28221 0.5 0.1 0.2 0.266
N -2.18688 3.39746 -1.31242 1.6 -0.4 -3.4 -0.194
N -2.46582 3.04928 0.76771 0.2 -1.9 4.2 -0.222
H -3.24489 -1.10261 1.98302 -0.2 -0.3 -0.1 0.062
C -2.24864 -3.73024 -0.96942 -1.6 -3.1 0.1 0.300
O -0.45321 -1.06915 0.29570 -0.2 0.1 0.5 -1.299
H 3.05800 -1.48945 2.22156 -0.3 -0.1 -0.2 0.071
O -0.38583 0.58003 -1.34771 0.2 1.0 -2.1 -0.660
N -2.14842 -3.32031 0.25333 -1.9 -0.8 5.3 -0.276
```
Forces are in eV/Å.

## Properties
**Multiplicity**: 1
**Kohn-Sham gap**: 7.62 eV
**E_HOMO**: -0.327 hartree


no.,strongest force on any atom (hartree/bohr),energy (Ha),lowest unoccupied orbital energy (Ha)
1,0.0346,-3638.722730,0.01744
2,0.1452,-2638.640152,-0.00576
3,0.1525,-2105.733295,-0.04661